The following is a quantum chemistry calculation of C2H2IN in the gas phase, from OMol25.

Each line ends with the Mulliken charge.
Element x y z (Å)
C1 0.638 -0.209 -0.427  0.078
C2 -0.341 0.636 0.267  -0.424
N1 0.963 -1.189 0.281  -0.418
I1 -2.245 0.136 -0.048  0.171
H1 1.032 0.092 -1.428  0.315
H2 -0.046 0.534 1.356  0.279

Atomic forces in eV per Å
C 1.541 -0.311 -1.195
C 1.236 -0.996 2.768
N -0.242 0.923 -0.779
I -1.535 0.077 -0.368
H -0.239 -0.674 0.553
H -0.761 0.981 -0.979

## Properties
Spin multiplicity: 1
Total charge: 0
HOMO-LUMO gap (spin up / spin down) (eV): 8.49 / 8.42
Highest occupied orbital energy (spin up / spin down) (eV): -9.754 / -9.032
E_tot (Eh): -429.70828
LUMO (spin up / spin down) (eV): -1.265 / -0.608
Energy relative to the best compared isomer or geometry (same formula, charge and spin) (eV): 3.185


The following is a quantum chemistry calculation of a 3-piece molecular cluster, C41H65Br2O12P3 overall, from OMol25.

Each line ends with the Mulliken charge.
Element x y z (Å)
C1 -8.899 -6.002 2.229  -0.933
C2 -8.412 -4.783 1.247  -0.124
O1 -7.384 -5.150 0.259  -0.384
C3 -7.027 -3.895 -0.482  -0.370
C4 -5.548 -3.299 -0.063  -0.365
O2 -4.445 -3.828 -0.932  -0.444
C5 -4.229 -2.890 -2.062  -0.289
C6 -3.221 -1.641 -1.737  0.629
C7 -2.533 -1.703 -0.233  -0.769
C8 -1.534 -0.524 0.299  0.114
C9 -1.241 0.721 -0.769  -0.250
C10 -1.942 0.796 -2.290  0.077
P1 -1.424 2.406 -3.183  0.062
C11 0.231 2.011 -4.147  -0.266
C12 -2.614 2.974 -4.557  -0.208
C13 -2.411 4.631 -4.676  -0.973
C14 -2.941 -0.416 -2.844  0.448
C15 -3.535 -0.309 -4.327  -0.015
Br1 -1.933 -0.329 -5.598  -0.026
C16 -4.501 -1.423 -4.965  0.004
C17 -5.218 -0.723 -6.308  -0.861
Br2 -3.384 -2.928 -5.774  -0.141
C18 -0.202 1.853 -0.168  -0.261
O3 0.812 2.438 -0.791  -0.424
C19 -0.409 2.209 1.454  -0.666
C20 -0.688 1.071 2.421  0.600
C21 -0.861 1.288 4.055  -0.634
C22 -2.419 1.509 4.536  0.468
C23 -3.322 2.728 3.865  -0.375
C24 -4.892 2.962 4.378  -0.424
C25 -5.548 1.993 5.572  -0.399
C26 -4.625 0.779 6.194  -0.509
C27 -3.052 0.528 5.692  0.545
C28 -2.274 -0.732 6.419  -0.986
C29 -0.838 -0.485 1.822  0.214
O4 -0.414 -1.577 2.468  -0.504
H1 -9.948 -6.477 1.928  0.243
H2 -8.130 -6.880 2.347  0.265
H3 -9.070 -5.556 3.323  0.272
H4 -9.401 -4.332 0.759  0.233
H5 -7.913 -3.952 1.943  0.233
H6 -7.169 -4.010 -1.652  0.176
H7 -7.831 -3.088 -0.144  0.309
H8 -5.354 -3.571 1.080  0.306
H9 -5.557 -2.107 -0.088  0.334
H10 -5.304 -2.401 -2.244  0.193
H11 -3.888 -3.574 -2.967  0.045
H12 -2.716 -2.590 0.542  0.262
H13 0.529 0.882 -4.074  0.317
H14 1.102 2.757 -3.834  -0.316
H15 0.042 2.237 -5.303  0.307
H16 -2.380 2.567 -5.632  0.285
H17 -3.766 2.852 -4.268  0.249
H18 -1.289 4.932 -4.844  0.277
H19 -2.840 5.188 -3.712  0.291
H20 -3.106 5.007 -5.570  0.341
H21 -4.146 0.714 -4.399  0.166
H22 -5.399 -1.807 -4.329  0.207
H23 -6.362 -1.006 -6.396  0.305
H24 -5.085 0.438 -6.343  0.231
H25 -4.714 -1.141 -7.306  0.306
H26 -0.297 3.304 1.851  0.337
H27 -0.254 2.265 4.362  0.364
H28 -0.427 0.322 4.602  0.059
H29 -2.799 3.393 3.045  0.204
H30 -5.554 3.832 3.910  0.262
H31 -6.637 2.123 5.990  0.284
H32 -5.067 0.077 7.044  0.218
H33 -2.777 -1.030 7.446  0.336
H34 -2.296 -1.672 5.690  0.214
H35 -1.114 -0.519 6.599  0.273
O5 5.824 4.257 -4.673  -0.724
P2 5.841 5.017 -3.324  1.084
O6 4.192 5.101 -3.194  -0.466
C30 3.500 3.932 -2.796  -0.003
C31 3.690 3.659 -1.316  -0.835
O7 6.072 6.525 -3.989  -0.329
C32 6.710 6.674 -5.248  -0.338
C33 5.677 6.760 -6.358  -1.078
O8 5.859 5.867 -1.818  -0.229
C34 6.941 5.516 -0.967  -0.260
C35 8.285 5.840 -1.591  -1.106
H36 3.826 3.074 -3.396  0.248
H37 2.438 4.095 -3.003  0.013
H38 4.723 3.367 -1.106  0.227
H39 3.035 2.849 -0.984  0.297
H40 3.479 4.555 -0.723  0.247
H41 7.428 5.867 -5.422  0.332
H42 7.284 7.606 -5.218  0.357
H43 4.973 5.925 -6.330  0.285
H44 6.162 6.776 -7.339  0.357
H45 5.080 7.671 -6.250  0.278
H46 6.876 4.451 -0.725  0.259
H47 6.822 6.079 -0.036  0.375
H48 8.464 5.229 -2.482  0.327
H49 9.096 5.650 -0.881  0.414
H50 8.326 6.887 -1.906  0.253
O9 4.545 -2.803 4.462  -0.710
P3 4.243 -4.091 3.657  1.105
O10 2.718 -4.283 4.273  -0.443
C36 1.693 -3.447 3.770  -0.314
C37 1.276 -3.867 2.374  -0.782
O11 5.021 -5.126 4.703  -0.341
C38 6.083 -4.665 5.524  -0.334
C39 5.561 -4.276 6.896  -1.081
O12 3.906 -5.530 2.757  -0.215
C40 4.507 -5.564 1.470  -0.253
C41 6.022 -5.522 1.548  -1.101
H51 2.016 -2.399 3.783  0.228
H52 0.838 -3.536 4.448  0.326
H53 2.075 -3.665 1.655  0.129
H54 0.385 -3.319 2.054  0.334
H55 1.067 -4.941 2.335  0.284
H56 6.621 -3.842 5.045  0.330
H57 6.797 -5.488 5.631  0.360
H58 4.730 -3.570 6.835  0.285
H59 6.356 -3.829 7.501  0.358
H60 5.180 -5.158 7.420  0.278
H61 4.129 -4.727 0.876  0.257
H62 4.188 -6.491 0.984  0.378
H63 6.370 -4.568 1.957  0.322
H64 6.462 -5.645 0.554  0.414
H65 6.399 -6.310 2.205  0.252

Atomic forces in eV per Å
C -0.407 -0.230 0.678
C -0.402 0.330 1.485
O -0.963 2.151 -0.267
C -0.517 1.032 0.359
C -0.477 0.179 0.679
O -1.077 2.465 0.033
C -0.958 0.090 0.053
C 1.889 1.593 1.129
C 1.402 3.073 -1.332
C -1.603 0.162 -3.668
C -1.557 -2.202 -0.036
C -0.246 -3.273 2.084
P 0.617 -0.130 -0.103
C 0.402 0.164 -1.486
C -0.942 1.456 -0.982
C -0.955 0.120 0.181
C 1.895 -0.373 4.837
C -0.501 0.278 0.930
Br -0.610 1.498 0.961
C -1.080 1.131 -1.725
C 0.108 -0.453 -1.075
Br -1.699 -0.316 1.211
C 3.221 1.897 -0.999
O -6.256 -3.478 3.203
C -0.944 -4.273 1.897
C 0.400 2.319 -2.292
C -0.170 0.040 -0.282
C -3.219 0.177 0.966
C -1.809 -2.704 3.266
C 2.198 -2.643 1.518
C 4.474 -1.159 -1.291
C 1.374 2.643 -2.686
C -2.475 2.458 -0.935
C 0.416 0.039 -0.854
C 1.313 -2.820 1.302
O -3.190 7.204 -3.744
H 2.400 1.085 0.352
H -1.337 1.854 -0.435
H 0.437 -0.873 -2.427
H 2.252 -0.847 0.743
H -1.236 -1.616 -1.401
H 0.570 -0.139 2.452
H 1.782 -1.449 -0.813
H -0.228 0.252 -2.607
H -0.023 -2.525 -0.167
H 2.372 -1.018 -0.138
H -0.595 1.767 1.839
H 0.214 2.060 -2.255
H -0.442 2.277 0.067
H -2.021 -1.885 -0.314
H 0.251 -0.562 2.419
H -0.620 0.404 2.192
H 2.570 -0.030 -0.623
H -2.276 -0.589 0.269
H 1.185 -1.359 -1.987
H 1.777 -0.816 1.769
H 1.772 -2.174 -0.028
H 2.233 0.479 -0.814
H 2.363 0.630 0.443
H -0.340 -2.148 0.314
H -1.062 0.972 2.354
H -0.014 -2.332 -1.012
H -1.202 -2.258 -0.690
H -0.907 2.280 -1.286
H -1.420 -1.446 1.846
H 1.702 -2.136 1.138
H 2.435 -0.129 -1.111
H 1.069 1.701 -2.062
H 0.970 0.814 -2.254
H -0.096 1.996 1.566
H -2.665 -0.238 -0.297
O 2.692 -1.864 3.239
P -6.270 6.303 -4.531
O 0.325 -0.574 0.216
C -0.328 -0.191 0.251
C -0.035 -0.157 0.217
O 1.220 -0.622 0.731
C -0.060 0.043 -0.535
C -0.186 0.088 -0.139
O 1.959 -3.168 -0.091
C 0.506 0.257 0.570
C 0.112 0.142 0.028
H -0.055 0.041 -0.018
H 0.184 0.148 -0.006
H 0.075 -0.046 0.024
H 0.155 0.155 -0.072
H -0.036 -0.145 -0.154
H -0.215 0.033 -0.040
H -0.090 -0.034 0.180
H 0.225 -0.071 0.041
H -0.038 0.021 0.091
H 0.144 -0.044 -0.009
H 0.077 0.026 0.224
H -0.137 -0.048 -0.137
H 0.052 -0.074 -0.021
H -0.078 -0.022 -0.114
H -0.038 -0.116 0.088
O 0.904 0.298 -4.502
P -2.789 -3.781 8.825
O 0.175 0.394 -0.530
C -0.487 0.114 -0.164
C -0.227 -0.214 -0.259
O 0.736 0.261 -1.334
C 0.132 0.196 0.467
C -0.100 -0.021 0.227
O 1.145 2.923 -2.014
C 0.301 -0.466 -0.567
C 0.125 -0.137 -0.014
H -0.061 -0.060 0.046
H 0.185 -0.037 0.027
H 0.038 0.037 -0.099
H 0.420 -0.322 0.035
H 0.089 0.135 0.102
H -0.173 -0.017 0.135
H -0.151 -0.056 -0.121
H 0.174 0.050 -0.157
H -0.060 -0.061 -0.048
H 0.123 0.049 -0.071
H -0.006 -0.122 -0.203
H -0.086 0.100 0.148
H 0.038 0.078 -0.034
H -0.035 0.067 0.115
H -0.091 0.062 -0.101

## Properties
Spin multiplicity: 1
Total charge: 0
HOMO-LUMO gap (eV): 6.53
Highest occupied orbital energy (eV): -8.286
E_tot (Eh): -8675.12110
LUMO (eV): -1.759


Listing max |F| for the structures above in their given order: 3.19; 10.00 eV/A.